C7H11N | ωB97M-V/def2-TZVPD

Geometry (Å):
C: 1.25422 -1.84059 0.34723
C: 0.36622 -0.78527 0.32709
C: -1.12431 -1.00273 0.64176
C: -1.66050 -0.04224 -0.45187
C: -0.61752 1.14913 -0.59526
C: -0.06762 1.50005 0.73553
C: 0.69609 0.51147 -0.13115
N: 2.07792 0.63321 -0.63007
H: 0.90762 -2.79441 0.63272
H: 2.20209 -1.86490 -0.23575
H: -1.52121 -0.51745 1.54974
H: -1.57590 -2.05148 0.71743
H: -2.75261 0.25436 -0.26567
H: -1.57735 -0.59577 -1.45430
H: -0.73240 1.92919 -1.39333
H: 0.36103 2.48582 0.93213
H: -0.56029 1.14724 1.63023
H: 2.27812 1.71026 -0.84415
H: 2.04641 0.17412 -1.51230

Results
- max |F| (eV Å⁻¹) = 6.08
- SMILES = C=C1CC[C@H]2C[C@@]12N
- LUMO level (Eh) = 0.040
- energy relative to the best compared isomer or geometry (same formula, charge and spin) (kJ/mol) = 276.35
- gap between HOMO and LUMO (eV) = 9.47